{
  "formula": "C2H10O2S2",
  "method": "ωB97M-V/def2-TZVPD",
  "elements": ["S", "S", "O", "O", "C", "C", "H", "H", "H", "H", "H", "H", "H", "H", "H", "H"],
  "xyz": [[-2.3204, 0.3233, 0.2966], [1.8380, -0.2165, 1.2668], [0.8242, -1.3325, -1.4434], [-0.1211, 1.5669, -1.3925], [-1.5687, -1.2854, 0.5200], [1.2253, 1.4294, 1.0988], [-1.7978, -1.8140, -0.4080], [-0.8308, 1.1811, -0.8439], [0.1298, 1.3801, 1.2652], [-2.2006, -1.6632, 1.3284], [-0.4989, -1.1850, 0.7157], [1.4382, 2.0363, 0.2159], [-0.1547, 0.9543, -2.1338], [1.1154, -2.1393, -1.8830], [1.2973, -1.1025, -0.6374], [1.6248, 1.8668, 2.0347]],
  "forces_ev_per_angstrom": [[0.26, -0.43, 0.43], [-0.93, 1.15, -0.26], [-1.03, 0.37, -0.53], [-0.50, -0.50, 0.08], [-1.88, 1.50, -0.41], [1.49, -0.62, 0.48], [0.50, -0.31, 0.12], [0.39, 0.66, -0.10], [-0.61, -0.11, 0.27], [0.60, -0.53, 0.22], [0.63, -0.24, 0.29], [0.01, -0.71, -0.08], [0.48, 0.05, -0.47], [0.43, 0.09, 0.54], [0.66, -0.63, -0.65], [-0.50, 0.26, 0.07]],
  "lowdin_charge": [0.869, 1.004, -0.079, -0.094, -0.433, -0.427, 0.062, -0.125, 0.050, 0.054, -0.030, 0.060, 0.048, 0.069, -0.106, 0.077],
  "s_squared": 0.763,
  "spin_multiplicity": 2,
  "e_above_lowest_kcal_mol": 113.84,
  "homo_energy_ev": [-14.229, -14.083],
  "lumo_energy_ev": [-9.630, -9.329],
  "total_charge": 1,
  "gap_ev": [4.6, 4.8]
}

***

{
  "formula": "C3HBrClNS",
  "method": "ωB97M-V/def2-TZVPD",
  "elements": ["Br", "Cl", "S", "N", "C", "C", "C", "H"],
  "xyz": [[-0.4593, -2.6094, -1.0415], [-2.9836, 1.1359, -0.1826], [-0.2318, 1.5995, 0.6522], [0.9850, -0.5901, 0.0212], [-1.3301, 0.5790, -0.1666], [0.4823, -1.6999, 0.1268], [1.2366, 0.6158, 0.3687], [2.3009, 0.9691, 0.2217]],
  "forces_ev_per_angstrom": [[-1.00, -1.35, -1.84], [0.83, 0.10, 0.37], [-0.36, -0.26, -0.31], [0.43, -0.50, 0.74], [-0.09, 0.61, 0.08], [1.01, 1.51, 1.65], [0.87, -0.28, -1.05], [-1.70, 0.16, 0.36]],
  "lowdin_charge": [0.779, 0.479, 0.842, -0.186, -0.885, -0.680, -0.453, 0.105],
  "e_above_lowest_kcal_mol": 88.75,
  "homo_energy_ev": -8.158,
  "lumo_energy_ev": -0.793,
  "gap_ev": 7.4
}

***

{
  "formula": "C48H56F2N9O4S2",
  "method": "ωB97M-V/def2-TZVPD",
  "elements": ["S", "S", "F", "F", "O", "O", "O", "O", "N", "N", "N", "N", "N", "N", "N", "N", "N", "C", "C", "C", "C", "C", "C", "C", "C", "C", "C", "C", "C", "C", "C", "C", "C", "C", "C", "C", "C", "C", "C", "C", "C", "C", "C", "C", "C", "C", "C", "C", "C", "C", "C", "C", "C", "C", "C", "C", "C", "C", "C", "C", "C", "C", "C", "C", "C", "H", "H", "H", "H", "H", "H", "H", "H", "H", "H", "H", "H", "H", "H", "H", "H", "H", "H", "H", "H", "H", "H", "H", "H", "H", "H", "H", "H", "H", "H", "H", "H", "H", "H", "H", "H", "H", "H", "H", "H", "H", "H", "H", "H", "H", "H", "H", "H", "H", "H", "H", "H", "H", "H", "H", "H"],
  "xyz": [[-13.2187, -28.7215, 25.7712], [-12.2236, -26.6481, 26.5284], [-14.2793, -28.5924, 24.5616], [-11.0658, -25.6288, 25.9430], [-13.2150, -25.5928, 26.8225], [-11.3843, -27.2380, 27.6005], [-12.6282, -30.0385, 25.4790], [-13.9990, -28.5871, 27.0200], [-13.9781, -23.1934, 30.9017], [-16.7479, -27.0736, 27.1729], [-11.0991, -37.2121, 18.8724], [-10.8711, -17.1463, 24.6355], [-12.6092, -33.9099, 24.8978], [-12.1860, -23.9285, 23.3188], [-17.3274, -25.6283, 20.2749], [-16.3858, -21.7940, 37.4013], [-12.2750, -27.3637, 25.3022], [-17.2187, -28.0383, 26.3117], [-17.7656, -25.0485, 22.5099], [-11.0138, -23.4586, 22.8651], [-13.0136, -23.2325, 31.9233], [-12.1673, -35.1747, 25.0181], [-11.5956, -21.3642, 23.9318], [-17.8478, -24.7211, 21.1742], [-11.4712, -17.9161, 25.5906], [-12.6443, -33.1537, 26.1001], [-12.8325, -33.3521, 23.7109], [-10.5458, -19.0894, 23.3279], [-16.4457, -27.0302, 21.9873], [-10.9696, -35.8780, 18.9932], [-12.7852, -21.9776, 24.3663], [-12.5931, -25.3144, 22.9631], [-15.2517, -23.0053, 31.1445], [-12.2441, -35.3734, 22.6002], [-15.7954, -22.8910, 32.4706], [-11.8421, -35.9403, 23.8657], [-16.3056, -25.9521, 26.6605], [-10.7570, -15.6814, 24.9629], [-17.3362, -25.1917, 18.8107], [-15.3874, -21.0183, 36.7902], [-13.5273, -23.4678, 29.5179], [-10.4097, -37.8243, 17.7250], [-16.5306, -27.4326, 28.5669], [-12.2493, -37.4282, 20.9849], [-10.3112, -17.7399, 23.5429], [-11.3014, -35.2228, 20.2042], [-14.8160, -21.4329, 35.6084], [-11.9688, -36.0255, 21.2463], [-13.1017, -23.2464, 23.9716], [-16.6409, -26.7955, 20.6258], [-17.3284, -27.8631, 24.9338], [-10.6540, -22.1567, 23.2206], [-11.3899, -19.8883, 24.1709], [-16.3511, -25.7412, 25.2948], [-13.4645, -23.0266, 33.2595], [-16.9178, -21.3349, 38.7920], [-16.4610, -23.1549, 35.4356], [-17.0436, -26.1980, 22.9396], [-16.9087, -26.6112, 24.3861], [-11.7430, -19.2834, 25.3402], [-12.6714, -34.0642, 22.6038], [-14.8368, -22.8089, 33.4803], [-15.3341, -22.4932, 34.8794], [-16.8854, -22.8026, 36.7351], [-11.7688, -37.9881, 19.7931], [-12.7337, -22.8792, 34.0409], [-9.7571, -21.7816, 22.7502], [-14.3435, -23.7852, 28.8688], [-16.9272, -23.9699, 34.9019], [-16.5661, -22.0795, 39.5062], [-13.1256, -22.5216, 29.1554], [-18.0737, -24.2554, 23.1751], [-13.2675, -33.6283, 26.8581], [-11.9941, -23.0590, 31.6120], [-10.5474, -24.1744, 22.2045], [-12.8702, -33.5159, 21.6948], [-12.9228, -25.3021, 21.9242], [-16.6106, -20.3024, 38.9587], [-10.3916, -35.3569, 18.2444], [-12.8590, -24.3255, 29.4416], [-17.3790, -27.0933, 29.1612], [-10.9919, -34.1978, 20.3453], [-16.0065, -25.2601, 27.4339], [-17.6609, -23.3760, 37.2212], [-9.7171, -15.3771, 25.0816], [-17.9999, -21.4328, 38.7056], [-16.3479, -28.5066, 28.6034], [-15.7220, -27.7440, 22.3520], [-9.8302, -17.1055, 22.8132], [-16.0330, -24.8673, 24.7458], [-13.3529, -25.6709, 23.6586], [-16.8223, -22.6715, 32.7231], [-11.7153, -25.9581, 23.0199], [-14.9432, -20.2028, 37.3416], [-14.0299, -23.7552, 24.1862], [-17.6774, -28.6870, 24.3290], [-13.2278, -32.3486, 23.7657], [-13.4966, -21.4505, 24.9848], [-14.1514, -20.6319, 35.3202], [-11.2516, -15.3308, 25.8687], [-15.6007, -26.9477, 28.8639], [-15.8326, -22.9015, 30.2399], [-10.1147, -19.4570, 22.4085], [-13.2780, -32.2669, 26.0873], [-11.6063, -32.9555, 26.3670], [-10.9732, -37.6089, 16.8171], [-11.9524, -39.0222, 19.5415], [-17.7708, -26.1267, 18.4570], [-18.2294, -23.7802, 20.8061], [-10.2301, -38.8852, 17.8991], [-12.2475, -19.8549, 26.1053], [-11.7492, -17.4069, 26.5015], [-11.4556, -36.9487, 23.8697], [-11.9321, -35.5427, 26.0058], [-9.4856, -37.2809, 17.5279], [-17.4491, -28.9612, 26.8230], [-17.8205, -24.2173, 18.7481], [-16.2209, -27.3120, 19.7754], [-11.1613, -15.0928, 24.1394], [-16.2743, -24.9762, 18.6920], [-12.8836, -37.8829, 21.7314]],
  "forces_ev_per_angstrom": [[0.05, -3.04, -0.77], [6.63, 8.64, 9.95], [-0.01, 0.28, 0.50], [-0.37, 0.31, -0.29], [-0.19, -1.97, 0.00], [-3.40, 0.71, -1.55], [-0.84, 3.32, 0.72], [1.40, 0.28, -2.75], [2.38, -1.14, 1.33], [-0.51, -2.06, -2.22], [-0.54, -0.25, 0.93], [-0.15, -0.41, 1.98], [0.17, -1.47, -0.15], [-0.53, -2.00, -1.04], [0.09, 0.83, 1.09], [1.87, 3.08, 0.21], [-3.91, -8.15, -5.99], [0.22, 0.18, -0.02], [1.03, -0.03, 0.64], [-0.75, 0.75, 0.98], [-2.46, 1.61, 1.09], [1.27, -1.25, -1.85], [0.30, -0.22, -0.32], [1.34, -2.57, -0.36], [0.10, -0.66, -1.63], [-1.08, 1.19, 1.98], [-0.75, 1.00, 1.97], [-0.60, -0.21, -0.25], [-0.09, 0.39, -0.58], [0.23, 0.40, 2.47], [0.01, 0.88, 0.05], [0.74, -0.09, -0.56], [-2.27, 0.08, 1.61], [1.65, -1.14, 0.37], [2.34, 0.53, -1.51], [-2.14, 1.45, -1.01], [0.11, 1.03, 0.11], [0.66, 0.79, -0.87], [0.79, -0.86, 2.30], [-0.90, -2.36, 1.18], [-0.11, 0.31, -0.44], [0.06, 0.14, -0.96], [0.37, 0.16, 0.43], [0.73, 2.98, -0.43], [-1.42, -0.13, 0.66], [-1.29, -2.82, 0.57], [-0.53, 1.68, 0.74], [1.15, -0.10, -1.43], [0.48, 0.86, 0.99], [-1.11, 2.93, 0.57], [0.43, 0.87, 0.42], [-1.01, -0.21, -0.85], [2.59, 0.31, -1.01], [-0.21, 1.04, -1.04], [0.41, 0.26, -2.66], [-0.21, -1.17, -1.44], [1.53, 0.73, 0.29], [-0.68, -0.09, -0.32], [-0.60, -1.19, 0.92], [-0.51, 1.34, 1.26], [-0.21, 0.10, -2.39], [-0.60, -0.63, 1.31], [-1.22, -0.49, -0.20], [-0.55, -1.25, -1.17], [-0.20, 1.31, 0.24], [0.03, -0.24, 0.09], [0.15, 0.28, 0.37], [-0.33, 0.37, 0.35], [-0.13, -0.08, 0.23], [0.22, 0.40, 0.13], [0.35, -0.37, -0.27], [-0.41, -0.38, 0.48], [0.88, -1.01, 0.25], [0.18, -0.82, 0.01], [0.83, 0.38, 0.12], [-0.13, -0.35, -0.30], [-0.24, -0.05, 0.07], [0.06, -0.34, 0.08], [-0.15, -0.12, -0.24], [0.43, 0.40, 0.46], [0.08, -0.28, 0.08], [-0.18, 0.01, 0.03], [0.48, 0.38, -0.55], [-0.16, 0.02, 0.05], [0.16, -0.41, -0.18], [0.05, 0.28, 0.17], [-0.28, 0.16, 0.25], [-0.27, -0.57, -0.29], [0.25, 0.05, 0.11], [0.37, 0.71, 1.11], [0.20, 0.10, -0.16], [-0.13, -0.12, -0.55], [-0.15, 0.00, 0.21], [-0.44, 0.15, 0.16], [0.13, 0.14, 0.19], [-0.21, 0.03, 0.00], [0.26, 0.12, -0.23], [-0.07, 0.26, -0.21], [0.74, -0.68, -0.92], [-0.33, -0.89, 0.00], [-0.13, -0.03, 0.18], [-0.45, -0.19, 0.20], [-0.06, -0.31, -0.02], [0.73, 0.47, -1.11], [-0.38, 0.22, 0.54], [-0.41, -0.55, 0.07], [0.27, -0.08, -0.10], [0.06, 0.87, -1.73], [-0.20, -0.16, -0.13], [-0.11, 0.22, -0.13], [-0.04, 0.17, 0.19], [-0.09, -0.09, -0.03], [0.14, 0.03, 0.52], [-0.16, 0.10, 0.12], [0.22, -0.29, 0.55], [-0.24, -0.15, -0.31], [-0.66, -0.64, -0.38], [0.04, -0.33, 0.17], [-0.06, -0.23, -0.12], [-0.07, -0.54, -1.11], [0.22, -0.84, -0.29]],
  "lowdin_charge": [0.686, 0.421, -0.212, -0.238, -0.350, -0.259, -0.277, -0.296, -0.095, -0.077, -0.076, -0.046, -0.092, -0.080, -0.076, -0.039, -0.272, 0.045, 0.057, 0.059, 0.085, 0.056, -0.076, 0.037, 0.059, 0.002, -0.001, 0.065, 0.039, 0.020, 0.048, 0.025, 0.005, -0.097, 0.085, 0.116, -0.008, 0.055, 0.088, 0.056, 0.023, 0.046, 0.041, 0.073, 0.052, 0.074, 0.026, -0.070, -0.017, 0.066, 0.080, 0.096, -0.112, 0.026, 0.083, 0.106, 0.071, -0.114, -0.127, 0.030, -0.002, -0.123, -0.121, 0.007, 0.062, 0.143, 0.139, 0.075, 0.133, 0.119, 0.114, 0.137, 0.125, 0.153, 0.164, 0.138, 0.113, 0.112, 0.154, 0.112, 0.125, 0.122, 0.139, 0.163, 0.122, 0.111, 0.115, 0.126, 0.167, 0.114, 0.072, 0.139, 0.109, 0.155, 0.128, 0.143, 0.149, 0.130, 0.143, 0.112, 0.106, 0.142, 0.133, 0.086, 0.137, 0.125, 0.159, 0.125, 0.155, 0.123, 0.123, 0.150, 0.138, 0.161, 0.114, 0.155, 0.111, 0.154, 0.120, 0.114, 0.135],
  "homo_energy_ev": -22.020,
  "lumo_energy_ev": -14.221,
  "total_charge": 7,
  "gap_ev": 7.8
}

***

{
  "formula": "C4H12",
  "method": "ωB97M-V/def2-TZVPD",
  "elements": ["C", "C", "C", "C", "H", "H", "H", "H", "H", "H", "H", "H", "H", "H", "H", "H"],
  "xyz": [[-2.5278, -0.6933, 0.9091], [-1.7123, 0.4451, 0.2523], [2.2344, -0.1421, 0.1098], [2.0409, 0.4444, -1.2803], [-3.3109, -1.0513, 0.2524], [2.0385, -0.3358, -2.0342], [1.5709, -0.9962, 0.2305], [2.0372, 0.5988, 0.8789], [-3.0080, -0.3624, 1.8270], [3.2339, -0.5483, 0.2629], [-0.6526, 0.3086, 0.4138], [1.0661, 0.9242, -1.3077], [-2.0330, 1.4118, 0.6153], [2.7882, 1.1828, -1.5360], [-1.8676, 0.3409, -0.8225], [-1.8978, -1.5272, 1.2285]],
  "forces_ev_per_angstrom": [[0.35, 0.28, 0.57], [-0.49, -1.13, -0.23], [0.23, -0.35, -0.21], [-0.31, -0.10, 0.27], [-0.08, -0.17, -0.10], [0.11, -0.07, -0.18], [-0.25, 0.07, 0.24], [-0.03, -0.02, 0.16], [-0.12, 0.14, 0.07], [0.14, 0.17, -0.03], [0.27, 0.16, 0.24], [-0.11, 0.14, -0.21], [0.02, 0.26, -0.16], [0.21, 0.17, -0.05], [0.09, 0.51, -0.04], [-0.04, -0.05, -0.34]],
  "lowdin_charge": [-0.162, -0.152, -0.181, -0.168, 0.054, 0.062, 0.056, 0.061, 0.054, 0.059, 0.029, 0.048, 0.060, 0.058, 0.062, 0.059],
  "e_above_lowest_kcal_mol": 3.64,
  "homo_energy_ev": -11.853,
  "lumo_energy_ev": 1.158,
  "gap_ev": 13.0
}